No. 1
Below is a 2-piece molecular cluster, C9H14N2O overall at a distorted geometry, with properties calculated with the ωB97M-V functional and the def2-TZVPD basis.

Geometry (Å):
1 C 1.61149 -0.97887 -0.50248
2 C 2.06506 1.22875 0.35418
3 C 2.97329 -1.24814 -0.36372
4 C 3.40364 0.89613 0.41912
5 C 1.16217 0.26897 -0.10359
6 C -1.85411 -1.40005 -0.44353
7 C -1.94508 0.13355 1.51934
8 C -2.92298 0.83892 -0.74845
9 C -2.15159 -0.11573 0.05063
10 N 3.82480 -0.36214 0.11975
11 N -0.10933 0.71576 -0.61192
12 O -0.24084 1.93874 -0.80517
13 H 0.89389 -1.82009 -0.98705
14 H 1.64282 2.15214 0.77373
15 H 3.48369 -2.22384 -0.60574
16 H 4.10393 1.66465 0.77688
17 H -1.59080 -1.24770 -1.54259
18 H -1.22421 -2.06982 0.04246
19 H -2.77636 -2.04863 -0.34542
20 H -1.17567 0.70801 1.87824
21 H -1.96880 -0.68845 2.21950
22 H -2.91150 0.75077 1.83684
23 H -3.56348 0.42550 -1.45289
24 H -3.47126 1.59032 -0.23394
25 H -2.03724 1.35140 -1.30127
26 H 4.77846 -0.46016 0.05712

Values from the calculation:
Highest occupied orbital energy ... -0.672 Eh
Orbital gap ... 8.126 eV
Energy ... -14565.698 eV
Energy above the lowest of the compared OMol25 structures with the same formula, charge and spin ... 38.7 kcal/mol
Multiplicity ... 1
E_LUMO ... -10.171 eV
Net charge ... +2
F_max ... 4.99 eV Å⁻¹

Mulliken atomic charge list, values in e, 5 entries:
1. C -0.271
2. C -0.340
3. C -0.476
4. C -0.440
5. C 0.649

---

No. 2
Below is C21H25GeN3O4RhS as an isolated structure, with properties calculated with the ωB97M-V functional and the def2-TZVPD basis.

Geometry (Å):
1 Rh 1.24228 0.15658 -0.14406
2 O 4.92370 4.53785 -1.22278
3 C 5.60253 3.43598 -0.94601
4 O 6.79931 3.37347 -0.99874
5 C 4.82295 2.22386 -0.53861
6 C 5.42752 1.03654 -0.17747
7 N 4.45573 0.16058 0.11770
8 N 3.24428 0.71221 -0.00591
9 C 3.45259 1.95695 -0.42443
10 C 2.22947 2.73462 -0.77206
11 O 2.26786 3.90885 -1.05885
12 O 1.12603 2.02332 -0.73662
13 H 3.94985 4.41867 -1.15559
14 H 6.47370 0.78805 -0.11420
15 H 4.55550 -0.77741 0.47069
16 N -0.73278 0.01365 -0.62168
17 S -2.00521 0.23135 0.33465
18 C -3.18057 -1.05638 -0.00466
19 C -3.65019 -1.28897 -1.29209
20 C -4.52991 -2.33477 -1.50201
21 C -4.93690 -3.12851 -0.43277
22 C -4.46742 -2.88352 0.84768
23 C -3.57613 -1.84048 1.06817
24 C -2.87054 1.66866 -0.28478
25 C -4.24290 1.78302 -0.09586
26 C -4.87712 2.94298 -0.50872
27 C -4.14652 3.96811 -1.09668
28 C -2.77673 3.84093 -1.26730
29 C -2.12237 2.68807 -0.85427
30 H -0.94540 0.19430 -1.59796
31 H -3.34382 -0.65362 -2.11444
32 H -4.90763 -2.53033 -2.49632
33 H -5.62968 -3.94144 -0.60424
34 H -4.79265 -3.49916 1.67505
35 H -3.20224 -1.63370 2.06368
36 H -4.81291 0.98210 0.35612
37 H -5.94532 3.04385 -0.37355
38 H -4.64911 4.86934 -1.42063
39 H -2.20574 4.64106 -1.71839
40 H -1.05019 2.59484 -0.96701
41 C 0.40643 -1.48631 2.15799
42 Ge 1.87312 -2.34073 1.14631
43 C 3.49953 -2.04823 2.18928
44 C 1.47766 -4.23986 1.01826
45 C 1.87067 -1.60905 -0.74768
46 H 0.50897 -1.79660 3.20064
47 H -0.55037 -1.84691 1.78275
48 H 0.38738 -0.39712 2.18594
49 H 3.31700 -2.52340 3.15445
50 H 3.69982 -0.99538 2.38062
51 H 4.38587 -2.52868 1.76959
52 H 1.45782 -4.66350 2.02221
53 H 2.24521 -4.75000 0.43826
54 H 0.51198 -4.40869 0.54430
55 H 1.10672 -2.08272 -1.36636
56 H 2.82891 -1.64436 -1.26165

Values from the calculation:
Highest occupied orbital energy (spin up / spin down) ... -0.450 / -0.450 Eh
Orbital gap (spin up / spin down) ... 7.535 / 7.533 eV
Energy ... -105195.062 eV
Energy above the lowest of the compared OMol25 structures with the same formula, charge and spin ... 18.9 kcal/mol
Multiplicity ... 1
E_LUMO (spin up / spin down) ... -4.709 / -4.711 eV
Net charge ... +1
F_max ... 0.99 eV Å⁻¹

Mulliken atomic charge list, values in e, 5 entries:
1. Rh 0.272
2. O -0.515
3. C 0.375
4. O -0.552
5. C 0.483

---

No. 3
Below is a 11-piece molecular cluster, C75H173N11O14 overall at a distorted geometry, with properties calculated with the ωB97M-V functional and the def2-TZVPD basis.

Geometry (Å):
1 C -4.34444 3.17577 3.00931
2 C -4.18807 4.35272 4.02105
3 C -3.15396 5.45799 3.59774
4 O -1.91758 4.84196 3.30077
5 C -1.00087 5.71404 2.53115
6 N -5.53593 4.89126 4.28358
7 H -4.66353 3.62392 2.06832
8 H -5.10580 2.44363 3.27840
9 H -3.43022 2.60627 2.84210
10 H -3.80729 3.88486 4.92891
11 H -2.91601 6.25310 4.30433
12 H -3.65034 5.98491 2.78284
13 H -0.81433 6.63902 3.07679
14 H -1.40701 5.93149 1.54329
15 H 0.01077 5.31891 2.43860
16 H -6.25287 4.21096 4.49167
17 H -5.68972 5.51591 5.06221
18 C -4.79786 -1.98052 -4.68246
19 C -5.10796 -0.79069 -5.60694
20 C -4.27371 0.49416 -5.26161
21 O -4.56014 0.98014 -3.97718
22 C -5.90543 1.20744 -3.63058
23 N -4.77109 -1.27548 -6.92936
24 H -5.39352 -2.87812 -4.84864
25 H -4.92885 -1.71790 -3.63271
26 H -3.73978 -2.24233 -4.68775
27 H -6.17652 -0.57588 -5.59502
28 H -4.46595 1.31598 -5.95135
29 H -3.18624 0.42379 -5.28543
30 H -6.40272 0.23874 -3.58147
31 H -6.36122 1.74750 -4.46045
32 H -6.01211 1.72087 -2.67501
33 H -4.94921 -0.52277 -7.57883
34 H -5.35262 -2.02783 -7.26979
35 C -6.44294 3.43792 -0.06282
36 C -5.85122 4.84373 -0.32227
37 C -6.03442 5.37946 -1.73999
38 O -5.53371 4.51123 -2.77327
39 C -4.21789 4.01821 -2.70322
40 N -6.39406 5.82101 0.64517
41 H -7.41475 3.26608 -0.52559
42 H -6.66041 3.24621 0.98792
43 H -5.74195 2.66336 -0.37390
44 H -4.80408 4.61365 -0.12565
45 H -5.53166 6.34551 -1.78540
46 H -7.12056 5.45930 -1.78490
47 H -4.11158 3.31061 -1.88097
48 H -3.54493 4.85529 -2.51742
49 H -3.92126 3.54576 -3.63965
50 H -6.03560 5.53617 1.54544
51 H -6.02683 6.75626 0.54250
52 C 4.73066 4.73814 6.41944
53 O 4.49900 4.33264 5.05747
54 C 3.17021 4.22075 4.58875
55 C 3.04630 3.49596 3.26470
56 N 3.72523 4.33323 2.28879
57 C 2.91766 5.45312 1.80917
58 C 2.23986 5.26541 0.36270
59 O 1.48767 6.48011 0.09048
60 C 0.59515 6.43315 -1.09831
61 H 5.72282 5.17521 6.53213
62 H 4.78836 3.87047 7.07666
63 H 3.98610 5.43998 6.79512
64 H 2.65668 5.18153 4.55283
65 H 2.71873 3.55485 5.32416
66 H 1.97597 3.43101 3.06907
67 H 3.54256 2.52564 3.24739
68 H 4.46754 4.69824 2.86832
69 H 3.57621 6.31396 1.69358
70 H 2.13393 5.71595 2.51967
71 H 1.64728 4.35971 0.23363
72 H 3.04642 5.22221 -0.36922
73 H -0.12335 7.24429 -0.98041
74 H -0.04730 5.55343 -1.06019
75 H 1.07751 6.32945 -2.07026
76 C 3.23072 3.98528 -10.89016
77 O 3.48178 3.39768 -9.64766
78 C 3.49717 1.98549 -9.70688
79 C 3.87213 1.31665 -8.36443
80 N 2.94198 1.85478 -7.33844
81 C 3.29799 1.36290 -6.00403
82 C 3.06083 -0.14462 -5.59937
83 O 3.27409 -0.32217 -4.20443
84 C 3.12605 -1.72215 -3.81583
85 H 2.18552 3.87469 -11.17899
86 H 3.89111 3.60075 -11.66741
87 H 3.45406 5.05209 -10.87838
88 H 4.19854 1.72582 -10.49983
89 H 2.53066 1.63489 -10.06887
90 H 4.87732 1.60345 -8.05552
91 H 3.88644 0.22763 -8.40836
92 H 2.91396 2.86203 -7.26935
93 H 2.69952 1.95062 -5.30796
94 H 4.27945 1.66382 -5.63758
95 H 3.75312 -0.74279 -6.19186
96 H 2.02120 -0.43431 -5.75215
97 H 3.99353 -2.34054 -4.04643
98 H 2.23109 -2.22187 -4.18656
99 H 3.05598 -1.68765 -2.72863
100 C 0.67079 -5.06464 -2.31359
101 O 0.54109 -4.47177 -3.57020
102 C -0.65992 -3.69892 -3.73379
103 C -0.74603 -3.20419 -5.19532
104 N -0.47846 -4.32433 -6.12181
105 C -0.41295 -3.96908 -7.55180
106 C 0.10837 -5.25951 -8.33547
107 O 1.49132 -5.38653 -8.09454
108 C 2.19138 -6.41456 -8.75191
109 H 1.54006 -5.72188 -2.29081
110 H -0.14863 -5.74386 -2.07842
111 H 0.75447 -4.33539 -1.50780
112 H -0.73395 -2.93816 -2.95671
113 H -1.46947 -4.39747 -3.52227
114 H 0.09305 -2.52839 -5.36068
115 H -1.62966 -2.59582 -5.38817
116 H 0.33259 -4.75759 -5.70398
117 H 0.33871 -3.18496 -7.64265
118 H -1.41727 -3.69885 -7.87802
119 H -0.02974 -5.06047 -9.39820
120 H -0.47839 -6.10848 -7.98467
121 H 2.09994 -7.35729 -8.21246
122 H 3.27032 -6.29222 -8.65695
123 H 1.89392 -6.48518 -9.79815
124 C -1.91302 -0.05427 -1.87817
125 C -0.58745 0.77415 -1.81735
126 C -0.76496 2.31964 -1.26072
127 C -1.02429 2.26269 0.22850
128 C 0.05784 1.45619 1.02878
129 C 0.28757 0.04036 0.48393
130 N 0.47603 0.15231 -0.96050
131 O 0.93285 -0.99924 -1.62432
132 C 1.58686 -0.44282 1.24618
133 C -0.91559 -0.83157 0.95719
134 C -0.02678 1.02902 -3.30376
135 H -2.70486 0.25348 -1.19526
136 H -1.78928 -1.13718 -1.88794
137 H -2.41325 0.12996 -2.82892
138 H 0.15361 2.88872 -1.40379
139 H -1.56398 2.85099 -1.77777
140 H -2.01412 1.86874 0.45904
141 H -0.99889 3.28053 0.61767
142 H -0.28627 1.38523 2.06059
143 H 0.98930 2.02181 1.00502
144 H 2.00006 -1.36135 0.82943
145 H 2.43084 0.24080 1.15414
146 H 1.34469 -0.65764 2.28699
147 H -0.89424 -1.18237 1.98898
148 H -1.83423 -0.26367 0.80994
149 H -0.95886 -1.70076 0.30089
150 H 1.05544 1.10590 -3.19898
151 H -0.42158 1.85540 -3.89480
152 H -0.07873 0.13107 -3.91945
153 H 1.78924 -0.67348 -1.91081
154 C 3.43898 0.78736 7.05296
155 C 2.34476 -0.24528 6.53319
156 C 2.40178 -0.38464 4.98560
157 C 3.74747 -1.03061 4.55629
158 C 3.85406 -2.43198 5.18182
159 C 3.60847 -2.46508 6.73265
160 N 2.48364 -1.61389 7.15591
161 O 2.31553 -1.63596 8.52059
162 C 3.12210 -3.95837 7.06095
163 C 4.98600 -2.11466 7.41099
164 C 0.88980 0.29918 6.74154
165 H 3.23853 1.76133 6.60654
166 H 4.48747 0.51178 6.93974
167 H 3.38567 1.04232 8.11138
168 H 1.55827 -0.97466 4.62715
169 H 2.39236 0.57143 4.46222
170 H 4.50250 -0.34202 4.93558
171 H 3.74620 -1.02825 3.46630
172 H 4.89268 -2.73034 5.03916
173 H 3.24898 -3.08275 4.55056
174 H 2.10514 -4.12424 6.70543
175 H 3.83489 -4.74001 6.79813
176 H 2.99435 -3.97373 8.14333
177 H 5.69698 -2.93814 7.47793
178 H 5.54106 -1.29794 6.94949
179 H 4.83439 -1.73096 8.41989
180 H 0.71751 1.18526 6.13057
181 H 0.66430 0.55074 7.77786
182 H 0.10115 -0.43124 6.56093
183 H 1.45139 -2.04766 8.59386
184 C -4.98594 -1.99739 -0.35392
185 C -5.66661 -1.25148 0.78091
186 C -6.90950 -0.51594 0.18918
187 C -7.98346 -0.17603 1.21096
188 C -8.41426 -1.41425 1.94559
189 C -7.20251 -2.03108 2.67415
190 N -6.11055 -2.28199 1.77566
191 O -5.01173 -2.93498 2.41887
192 C -6.74812 -1.18206 3.83975
193 C -7.68712 -3.41086 3.23372
194 C -4.73903 -0.14899 1.42740
195 H -4.79866 -1.33698 -1.20060
196 H -5.61008 -2.76560 -0.81044
197 H -4.16754 -2.64226 -0.03383
198 H -6.63264 0.51526 -0.03006
199 H -7.28577 -0.84770 -0.77853
200 H -8.81392 0.26196 0.65723
201 H -7.79102 0.71403 1.81002
202 H -9.09305 -1.97021 1.29887
203 H -9.08344 -1.06029 2.72981
204 H -6.05995 -1.79231 4.42467
205 H -6.28562 -0.21796 3.62832
206 H -7.59328 -0.98204 4.49837
207 H -8.04191 -4.07513 2.44571
208 H -6.88831 -3.93807 3.75532
209 H -8.48282 -3.22547 3.95524
210 H -3.97859 0.20330 0.73046
211 H -4.09674 -0.55020 2.21136
212 H -5.22468 0.68141 1.93992
213 H -5.18006 -3.86163 2.23289
214 C 1.94296 -6.44666 4.38449
215 C 0.39906 -6.52871 4.42894
216 C -0.18675 -5.35462 5.25497
217 C -0.12113 -3.94198 4.61944
218 C -0.72678 -4.00729 3.24554
219 C -0.23792 -5.13718 2.30419
220 N -0.13811 -6.43741 3.02529
221 O 0.31947 -7.56384 2.26471
222 C -1.21836 -5.20638 1.17710
223 C 1.11475 -4.74232 1.80250
224 C -0.17274 -7.85955 4.99962
225 H 2.31277 -7.29788 3.81286
226 H 2.40261 -6.55253 5.36715
227 H 2.26888 -5.50094 3.95148
228 H -1.22212 -5.48775 5.56865
229 H 0.41382 -5.42513 6.16185
230 H 0.89540 -3.55807 4.53358
231 H -0.62668 -3.18097 5.21391
232 H -0.55398 -3.03234 2.78980
233 H -1.79343 -4.19380 3.37035
234 H -2.12371 -5.74687 1.45333
235 H -1.43231 -4.23554 0.73010
236 H -0.72023 -5.69469 0.33953
237 H 1.66280 -4.11766 2.50786
238 H 1.71628 -5.61340 1.54272
239 H 1.06036 -4.17878 0.87108
240 H -0.06308 -7.90114 6.08329
241 H 0.35884 -8.65758 4.48128
242 H -1.25566 -7.88412 4.87809
243 H -0.54961 -7.92236 2.07037
244 C 3.77162 1.74220 -1.31718
245 C 5.24212 1.23074 -1.28461
246 C 5.75429 1.32599 -2.78399
247 C 7.27496 1.28830 -2.90449
248 C 7.99390 2.20776 -1.93395
249 C 7.47895 2.14143 -0.44414
250 N 6.00882 2.15330 -0.45633
251 O 5.55759 2.27074 0.86329
252 C 8.09265 0.87361 0.12782
253 C 7.98012 3.39899 0.27722
254 C 5.25535 -0.19201 -0.79194
255 H 3.41053 1.89826 -0.30064
256 H 3.74035 2.75889 -1.70894
257 H 3.07087 1.04897 -1.78245
258 H 5.39832 0.51331 -3.41717
259 H 5.38872 2.19724 -3.32749
260 H 7.63894 0.26735 -2.78928
261 H 7.47409 1.64916 -3.91356
262 H 7.82858 3.20705 -2.33668
263 H 9.05604 1.99092 -2.04773
264 H 9.11088 1.13485 0.41604
265 H 8.12841 -0.05759 -0.43759
266 H 7.67794 0.51224 1.06885
267 H 7.65819 3.37166 1.31823
268 H 7.55522 4.33797 -0.07757
269 H 9.05710 3.52551 0.38773
270 H 4.53111 -0.81523 -1.31651
271 H 6.14343 -0.78817 -1.00173
272 H 5.15047 -0.21644 0.29273
273 H 5.09512 3.11184 0.84687

Values from the calculation:
Highest occupied orbital energy (spin up / spin down) ... -0.339 / -0.339 Eh
Orbital gap (spin up / spin down) ... 6.759 / 2.574 eV
Energy ... -125613.583 eV
⟨S²⟩ ... 0.754
Multiplicity ... 2
E_LUMO (spin up / spin down) ... -2.465 / -6.651 eV
Net charge ... +1
F_max ... 3.38 eV Å⁻¹

Mulliken atomic charge list, values in e, 5 entries:
1. C -0.082
2. C 0.219
3. C -0.908
4. O -0.117
5. C -0.495